Entry 1:
C32H88Br2N12O6P4 | the ωB97M-V functional and the def2-TZVPD basis

Summary:
Multiplicity: 1
Structure (SMILES): CN(C)P(=O)(N(C)C)N(C)C.CN(C)P(=O)(N(C)C)N(C)C.CN(C)P(=O)(N(C)C)N(C)C.CN(C)P(=O)(N(C)C)N(C)C.CC(C)=O.CC(C)=O.BrCCBr
HOMO: -8.190 eV
Charge: 0

CARTESIAN COORDINATES (ANGSTROEM)
C  8.25615  -0.33406  0.27670
N  6.85296  -0.17571  0.67191
C  6.27181  1.01318  0.05058
P  6.05717  -1.37861  1.54139
O  6.94207  -2.58111  1.49760
N  5.72791  -0.96746  3.19834
C  6.82900  -1.17784  4.09503
C  4.72327  -0.04024  3.67590
N  4.55581  -1.34796  0.85436
C  4.58423  -1.40009  -0.67153
C  3.60249  -2.31789  1.48795
H  8.18888  -0.52503  -0.79835
H  8.76483  -1.14591  0.79372
H  8.75069  0.61794  0.50593
H  6.18501  0.92068  -1.01945
H  6.92577  1.84433  0.27544
H  5.26466  1.16079  0.40577
H  7.59074  -1.76348  3.60391
H  7.27077  -0.23080  4.41214
H  6.63124  -1.68712  5.02089
H  3.95076  -0.04113  2.87847
H  4.24542  -0.28784  4.64310
H  5.08286  1.01949  3.76863
H  5.07702  -0.55966  -1.12782
H  4.98942  -2.36266  -1.02177
H  3.55244  -1.45988  -1.04484
H  2.62600  -1.89005  1.53939
H  3.96988  -2.54823  2.51837
H  3.47940  -3.17092  0.89310
C  -5.77482  1.08993  -2.89225
N  -6.62759  0.49030  -1.91408
C  -7.64816  1.42960  -1.39145
P  -6.30210  -1.01877  -1.32337
O  -5.29827  -1.78941  -2.12278
N  -5.73265  -0.92026  0.21754
C  -4.24478  -0.92523  0.33761
C  -6.50991  -0.57012  1.38875
N  -7.82129  -1.69767  -1.18105
C  -8.68502  -1.60949  -2.38692
C  -7.66462  -3.10732  -0.71067
H  -5.11308  1.81307  -2.49106
H  -6.32405  1.54412  -3.69830
H  -5.14736  0.25687  -3.25218
H  -8.50290  1.60743  -2.15182
H  -7.23642  2.39577  -1.15746
H  -8.17513  0.96693  -0.56649
H  -3.96456  -0.15885  1.01943
H  -3.79902  -1.83465  0.86089
H  -3.71040  -0.89313  -0.63596
H  -6.47546  -1.42312  2.10122
H  -6.07496  0.30896  1.90277
H  -7.59165  -0.41111  1.24226
H  -9.75088  -1.80102  -2.15363
H  -8.61323  -0.60389  -2.79848
H  -8.31547  -2.31111  -3.17433
H  -6.72301  -3.17363  -0.19221
H  -7.57625  -3.76671  -1.61563
H  -8.55838  -3.38822  -0.18602
C  1.51168  -4.61636  -2.04974
N  0.24951  -5.13732  -1.48094
C  -0.12199  -6.49093  -1.93671
P  -0.47874  -4.33333  -0.21985
O  -0.20797  -2.86805  -0.26026
N  -2.07931  -4.51513  -0.32472
C  -2.59407  -3.91618  -1.55054
C  -2.83670  -5.64145  0.15737
N  0.04524  -5.08030  1.26794
C  1.34417  -5.69740  1.37911
C  -0.31823  -4.18694  2.35365
H  2.38044  -4.99808  -1.48733
H  1.60611  -3.59174  -1.82095
H  1.63637  -4.90760  -3.06104
H  0.60765  -7.22719  -1.50773
H  -0.05377  -6.62763  -3.00037
H  -1.08757  -6.83172  -1.54541
H  -3.64439  -3.69383  -1.40493
H  -2.10693  -2.97991  -1.68188
H  -2.64375  -4.63577  -2.37913
H  -2.92647  -6.44608  -0.60486
H  -2.44819  -6.05348  1.08236
H  -3.80176  -5.19069  0.36310
H  1.57884  -6.42105  0.59499
H  2.20458  -4.99243  1.37815
H  1.37543  -6.20840  2.34349
H  0.22770  -3.22248  2.43566
H  -0.22772  -4.66918  3.28872
H  -1.39386  -3.90342  2.22944
C  1.74748  6.76697  -0.78343
N  2.03485  5.44698  -0.15602
C  2.43861  4.33241  -1.07114
P  2.72421  5.47608  1.35373
O  4.17506  5.70201  1.52537
N  1.78764  6.62157  2.14621
C  2.37410  7.25703  3.29331
C  0.37050  6.49115  2.27982
N  2.35585  3.90060  1.78237
C  1.01799  3.37384  1.67536
C  3.03647  3.20991  2.83406
H  1.53041  6.69445  -1.85334
H  2.59169  7.45407  -0.74286
H  0.89413  7.23380  -0.26229
H  3.47992  4.19503  -1.16654
H  2.03517  4.47332  -2.03488
H  2.04457  3.37264  -0.73304
H  2.08793  8.29580  3.31613
H  1.91416  6.84296  4.18890
H  3.49384  7.17044  3.40948
H  -0.07856  7.44691  2.08258
H  0.00203  5.74149  1.64087
H  0.14904  6.18449  3.30190
H  1.13784  2.33173  1.65519
H  0.37678  3.53964  2.50608
H  0.47384  3.71321  0.77785
H  3.98666  3.64458  3.11845
H  3.25079  2.20522  2.39609
H  2.36139  3.11608  3.71637
C  1.51421  0.06100  -0.40545
C  0.12547  0.60694  -0.43553
C  -0.76369  0.18847  0.75740
O  -0.21286  1.38241  -1.26349
H  2.09989  0.43731  -1.28136
H  1.36030  -1.00144  -0.60464
H  2.14812  0.30626  0.46125
H  -0.60587  0.94475  1.53949
H  -0.42031  -0.79828  1.10618
H  -1.77152  0.32730  0.39359
C  -1.11633  4.37526  -1.64384
C  -2.10560  3.78824  -0.66622
C  -3.28936  3.09886  -1.24412
O  -1.92975  3.75632  0.52401
H  -0.75359  5.33794  -1.27200
H  -1.62000  4.56619  -2.59721
H  -0.30958  3.65527  -1.75930
H  -3.89891  3.77809  -1.86829
H  -4.01370  2.72096  -0.48626
H  -3.01857  2.23422  -1.83344
Br  2.74937  -0.73158  -3.81761
C  0.91403  0.00558  -4.06448
C  0.03704  -1.11056  -4.53171
Br  -1.85524  -0.77825  -4.62302
H  0.88117  0.81554  -4.81605
H  0.73749  0.46387  -3.08858
H  0.06086  -1.84054  -3.76541
H  0.47891  -1.42238  -5.46734



Entry 2:
C32H88N6O10 | the ωB97M-V functional and the def2-TZVPD basis

Summary:
Multiplicity: 1
Structure (SMILES): COC[C@H](C)N.COC[C@H](C)N.COC[C@H](C)N.COC[C@H](C)N.COC[C@H](C)N.COCCNCCOC.CCO.CCO.CCO
HOMO: -8.603 eV
ΔE to the lowest compared entry with this formula, charge and spin: 0.00 kJ/mol
Charge: 0

CARTESIAN COORDINATES (ANGSTROEM)
C  2.72691  2.35735  3.43835
O  3.17665  1.97593  4.72146
C  4.43577  2.49870  4.99783
C  5.00592  1.97158  6.31076
C  4.98099  3.02115  7.38770
N  6.40161  1.51864  6.10486
H  1.69728  2.03630  3.34837
H  3.38687  1.91621  2.68326
H  2.74940  3.44672  3.28803
H  5.17112  2.31805  4.19610
H  4.41347  3.60475  5.01425
H  4.34733  1.13953  6.59593
H  5.35044  2.66845  8.35828
H  4.02208  3.49671  7.59307
H  5.66907  3.83796  7.13192
H  6.39668  0.55185  5.80187
H  6.86114  1.54496  7.00869
C  -1.97496  -3.49063  2.63280
O  -2.32274  -4.09596  1.40744
C  -3.14018  -5.25841  1.57494
C  -3.36673  -5.85956  0.18574
C  -4.10742  -4.86894  -0.71141
N  -4.24405  -7.04097  0.30649
H  -1.19011  -4.05854  3.15450
H  -2.83279  -3.38542  3.30374
H  -1.54164  -2.51678  2.41039
H  -2.57676  -5.98165  2.18689
H  -4.07222  -5.00026  2.09193
H  -2.39335  -6.14066  -0.21125
H  -3.89008  -3.81389  -0.55497
H  -5.19663  -4.94726  -0.64719
H  -3.88215  -5.16426  -1.73971
H  -5.13566  -6.77233  0.70701
H  -3.81038  -7.66811  0.98157
C  0.48358  7.00066  -2.69385
O  0.68160  6.08510  -1.65534
C  0.18540  4.78395  -1.93281
C  1.00160  3.72501  -1.24016
C  2.42551  3.69118  -1.76737
N  0.36039  2.41408  -1.50750
H  0.98721  7.92132  -2.38617
H  -0.56977  7.25719  -2.84549
H  0.98989  6.66982  -3.60696
H  -0.86980  4.76294  -1.60559
H  0.16692  4.59581  -3.01464
H  1.08380  3.86626  -0.15511
H  2.88914  4.67831  -1.74655
H  2.52219  3.27791  -2.77305
H  3.02344  3.05185  -1.10814
H  -0.59424  2.48504  -1.15382
H  0.82536  1.77783  -0.85782
C  -0.89401  -5.11568  -2.92247
O  0.10284  -5.39072  -1.97616
C  0.51005  -4.21294  -1.30715
C  1.34864  -4.60365  -0.10726
C  2.74493  -5.06566  -0.51565
N  0.66889  -5.64594  0.70493
H  -0.62104  -4.40520  -3.71529
H  -1.81609  -4.75215  -2.45298
H  -1.13185  -6.04452  -3.44622
H  1.04679  -3.56206  -2.01281
H  -0.36945  -3.63066  -0.98980
H  1.41966  -3.76095  0.58219
H  2.79109  -5.69204  -1.40959
H  3.14118  -5.68852  0.28810
H  3.34754  -4.17705  -0.71222
H  0.39622  -6.37724  0.04527
H  -0.24810  -5.26805  0.95696
C  -1.17814  5.93906  0.56674
O  -2.41068  5.39100  0.16153
C  -2.58355  4.05820  0.63770
C  -3.80903  3.47243  -0.03048
C  -5.09853  4.16813  0.40163
N  -3.81416  2.00162  0.21258
H  -1.02036  6.88084  0.04418
H  -0.32053  5.31011  0.29219
H  -1.18666  6.09154  1.65310
H  -1.68366  3.45253  0.46322
H  -2.72861  4.10814  1.73034
H  -3.69778  3.65205  -1.10577
H  -5.29846  5.06851  -0.17031
H  -5.05798  4.41706  1.46662
H  -5.93330  3.46823  0.30847
H  -4.70445  1.71668  0.60166
H  -3.73618  1.56592  -0.69780
C  2.64702  -1.74740  -6.73339
O  1.68635  -0.98867  -6.06184
C  1.06958  -1.68788  -5.01487
C  0.57308  -0.66773  -4.01101
N  -0.50363  -1.24694  -3.21225
C  -1.32337  -0.24873  -2.48834
C  -2.72138  -0.78708  -2.29424
O  -3.23077  -1.31643  -3.49197
C  -4.55553  -1.77154  -3.36584
H  3.17915  -1.12216  -7.45176
H  2.19266  -2.56675  -7.30948
H  3.41050  -2.17712  -6.07115
H  1.77394  -2.39434  -4.56044
H  0.25420  -2.31133  -5.40807
H  0.22477  0.23957  -4.52291
H  1.37423  -0.35503  -3.33426
H  -1.15400  -1.76475  -3.79372
H  -1.32174  0.68631  -3.06280
H  -0.83415  -0.13043  -1.51933
H  -3.34599  -0.01085  -1.82895
H  -2.65334  -1.58910  -1.53560
H  -4.70375  -2.44470  -4.21356
H  -5.26784  -0.94859  -3.45485
H  -4.70551  -2.36555  -2.46072
C  -2.78581  1.36092  3.50639
C  -2.67478  2.33074  4.66983
O  -3.43179  3.49632  4.40138
H  -2.38142  1.75358  2.57846
H  -3.85158  1.14835  3.40150
H  -2.23168  0.46166  3.77638
H  -1.61111  2.59165  4.79733
H  -2.91922  1.79600  5.59720
H  -3.26413  4.12669  5.10767
C  -0.08877  0.44447  1.51776
C  0.97292  -0.45242  0.92259
O  1.92816  0.36712  0.27473
H  0.31487  1.14005  2.25294
H  -0.84996  -0.07661  2.09442
H  -0.56471  0.97222  0.68894
H  0.46269  -1.11538  0.20303
H  1.39553  -1.13687  1.66868
H  2.62734  -0.21625  -0.04445
C  4.80959  -0.29117  -2.47869
C  4.38548  -1.54703  -1.75676
O  4.35494  -1.33512  -0.34968
H  5.78748  0.08078  -2.17953
H  4.03004  0.46738  -2.36236
H  4.85175  -0.43103  -3.56449
H  5.11418  -2.34413  -1.95331
H  3.42140  -1.90885  -2.09798
H  5.25179  -1.22034  -0.02538



Entry 3:
C32H88N8O8 | the ωB97M-V functional and the def2-TZVPD basis

Summary:
Multiplicity: 1
Structure (SMILES): COC[C@H](C)N.COC[C@H](C)N.COC[C@H](C)N.COC[C@H](C)N.COC[C@H](C)N.COC[C@H](C)N.COC[C@H](C)N.COC[C@H](C)N
HOMO: -8.556 eV
ΔE to the lowest compared entry with this formula, charge and spin: 83.59 kJ/mol
Charge: 0

CARTESIAN COORDINATES (ANGSTROEM)
C  4.71000  -0.26003  -6.53470
O  3.62999  -0.56913  -5.65716
C  2.88231  0.56185  -5.22670
C  2.08469  0.15367  -3.99216
C  1.01069  -0.87869  -4.33398
N  1.43983  1.37809  -3.45013
H  5.17287  -1.22775  -6.72389
H  5.45065  0.37988  -6.02416
H  4.42016  0.26822  -7.45731
H  3.57776  1.38303  -4.95069
H  2.21905  0.99141  -5.99965
H  2.81892  -0.33263  -3.31604
H  1.45232  -1.82239  -4.66096
H  0.28975  -0.50948  -5.06480
H  0.44700  -1.04186  -3.41260
H  0.87746  1.16765  -2.63698
H  2.06947  2.16062  -3.37537
C  1.55709  -0.72325  5.15726
O  1.17347  -2.07905  4.94404
C  0.10071  -2.45129  5.75962
C  -0.26645  -3.91585  5.48014
C  -0.96800  -4.10392  4.15761
N  -1.13859  -4.40014  6.60132
H  2.28686  -0.52870  4.37744
H  1.98548  -0.59739  6.16238
H  0.68857  -0.07535  5.01404
H  0.39071  -2.37430  6.82237
H  -0.73193  -1.71377  5.69894
H  0.70382  -4.41532  5.45921
H  -0.46281  -3.74378  3.26490
H  -1.88808  -3.50596  4.29286
H  -1.32002  -5.13330  3.97613
H  -0.75364  -4.10553  7.47597
H  -1.45989  -5.34630  6.49680
C  3.83001  -3.81717  -1.12876
O  3.98721  -5.06886  -0.42977
C  2.95114  -6.02952  -0.78127
C  3.49197  -7.41207  -0.41909
C  4.71973  -7.80675  -1.22114
N  2.37178  -8.35435  -0.54792
H  2.80898  -3.41464  -1.04713
H  4.07039  -3.99805  -2.18182
H  4.50652  -3.06551  -0.72653
H  2.02343  -5.80972  -0.23817
H  2.79442  -5.98450  -1.87187
H  3.75365  -7.40846  0.64344
H  5.61762  -7.18207  -1.16676
H  4.36051  -7.84404  -2.25389
H  4.97548  -8.83636  -0.96938
H  2.05571  -8.50376  -1.49828
H  2.51213  -9.30089  -0.23606
C  -2.17203  -2.22434  1.06568
O  -1.42138  -1.38594  0.21271
C  -0.04972  -1.22230  0.58576
C  0.60105  -0.24594  -0.33968
C  2.08789  -0.24655  -0.14135
N  0.12127  1.15659  -0.23978
H  -1.62849  -3.14875  1.25411
H  -3.12002  -2.44042  0.56479
H  -2.41745  -1.70974  2.00539
H  -0.05127  -0.77973  1.59537
H  0.47237  -2.19622  0.59608
H  0.44167  -0.56144  -1.38252
H  2.46314  -0.07693  0.87672
H  2.44786  0.58874  -0.75285
H  2.56508  -1.14528  -0.54355
H  0.53073  1.57788  0.58649
H  -0.85715  1.17438  -0.00584
C  -1.48741  4.28481  -1.87169
O  -2.41160  3.32618  -2.21226
C  -1.87409  2.33885  -3.05358
C  -1.80982  2.73608  -4.51435
C  -3.19175  2.66360  -5.14793
N  -0.87853  1.95440  -5.30682
H  -0.65913  3.89869  -1.26101
H  -1.98396  5.05487  -1.26989
H  -1.07030  4.79986  -2.75171
H  -0.89044  2.02771  -2.68586
H  -2.54947  1.47038  -2.97542
H  -1.45978  3.77761  -4.54658
H  -3.50489  1.62017  -5.26997
H  -3.11718  3.10510  -6.14429
H  -3.97994  3.15275  -4.58432
H  -1.11035  0.97274  -5.32236
H  0.02410  1.94471  -4.83821
C  2.06540  2.15440  2.93414
O  1.84179  2.82779  1.72658
C  2.90618  3.59730  1.27641
C  2.54790  4.26320  0.02811
C  1.51658  5.41989  0.10479
N  2.13566  3.31699  -1.07717
H  1.26257  1.44090  3.15600
H  2.04772  2.87799  3.76652
H  3.02368  1.61009  2.95106
H  3.17478  4.36618  2.01510
H  3.78380  2.94580  1.10570
H  3.49391  4.72432  -0.31015
H  1.82448  6.35848  0.56375
H  0.56188  5.08807  0.51603
H  1.32088  5.62397  -0.95217
H  2.81619  2.59558  -1.22431
H  1.20391  2.95842  -0.90863
C  -2.48851  1.20117  5.14345
O  -2.65590  2.55919  4.96626
C  -2.77478  3.00103  3.64495
C  -1.49779  3.18303  2.95432
C  -0.69356  4.27009  3.57054
N  -1.74462  3.54045  1.54282
H  -3.25126  0.60366  4.61255
H  -2.54959  1.01868  6.21355
H  -1.51665  0.83895  4.76362
H  -3.40534  2.30568  3.06424
H  -3.32224  3.94442  3.67681
H  -0.90361  2.23916  3.04106
H  0.27899  4.31525  3.04457
H  -0.44352  4.15331  4.62294
H  -1.22563  5.23053  3.46730
H  -0.84536  3.73224  1.11852
H  -2.06412  2.73808  1.01175
C  -5.48348  -1.69674  -1.75507
O  -4.91246  -0.97343  -0.70596
C  -5.00380  0.45428  -0.90864
C  -4.32657  1.18144  0.22131
C  -4.85690  2.57935  0.27185
N  -2.87646  1.18525  0.10029
H  -5.43735  -2.77445  -1.58577
H  -5.02396  -1.50195  -2.73636
H  -6.55857  -1.43236  -1.90002
H  -4.46712  0.70618  -1.84073
H  -6.05335  0.77006  -1.07195
H  -4.55404  0.66502  1.16725
H  -4.75897  3.08349  -0.69042
H  -4.35442  3.19784  1.00611
H  -5.90435  2.54051  0.60214
H  -2.52247  0.25047  -0.01106
H  -2.66943  1.72566  -0.72463